C57H152O19 | ωB97M-V with the def2-TZVPD basis set

Properties
2S+1: 1
Kohn-Sham gap, Ha: 0.35137
Total charge: 0
E_HOMO, hartree: -0.3387
Energy relative to the best compared isomer or geometry (same formula, charge and spin), kJ/mol: 661.95
Calculated total energy, eV: -100471.0174

Each atom is followed by the atoms it is bonded to, with distances in Å.
Cartesian coordinates (Å):
1 C -0.02 3.97 -2.12  C2 1.553, H5 1.090, H6 1.090, H7 1.090
2 C 1.43 3.73 -2.62  C1 1.553, C3 1.549, O4 1.361, H8 1.090
3 C 2.13 4.65 -3.65  C2 1.549, H9 1.090, H10 1.090, H11 1.090
4 O 2.30 3.69 -1.57  C2 1.361, H12 0.960
5 H -0.78 4.07 -2.89  C1 1.090
6 H -0.05 4.90 -1.56  C1 1.090
7 H -0.33 3.08 -1.57  C1 1.090
8 H 1.50 2.69 -2.93  C2 1.090
9 H 3.21 4.53 -3.72  C3 1.090
10 H 1.91 5.70 -3.52  C3 1.090
11 H 1.66 4.52 -4.63  C3 1.090
12 H 2.67 4.58 -1.58  O4 0.960
13 C 3.31 -1.16 -2.70  C14 1.546, H17 1.090, H18 1.090, H19 1.090
14 C 4.66 -0.41 -2.61  C13 1.546, C15 1.511, O16 1.406, H20 1.090
15 C 5.34 -0.26 -1.27  C14 1.511, H21 1.090, H22 1.090, H23 1.090
16 O 5.51 -1.06 -3.52  C14 1.406, H24 0.960
17 H 2.72 -0.84 -1.85  C13 1.090
18 H 3.50 -2.23 -2.57  C13 1.090
19 H 2.72 -0.91 -3.58  C13 1.090
20 H 4.51 0.60 -2.97  C14 1.090
21 H 5.17 -1.15 -0.68  C15 1.090
22 H 4.90 0.62 -0.81  C15 1.090
23 H 6.42 -0.07 -1.25  C15 1.090
24 H 6.42 -0.76 -3.41  O16 0.960
25 C -0.51 -5.76 -1.06  C26 1.512, H29 1.090, H30 1.090, H31 1.090
26 C -0.78 -4.54 -0.21  C25 1.512, C27 1.509, O28 1.433, H32 1.090
27 C 0.24 -4.35 0.88  C26 1.509, H33 1.090, H34 1.090, H35 1.090
28 O -0.87 -3.41 -1.09  C26 1.433, H36 0.960
29 H -0.70 -6.62 -0.42  C25 1.090
30 H 0.49 -5.81 -1.49  C25 1.090
31 H -1.15 -5.87 -1.94  C25 1.090
32 H -1.78 -4.54 0.23  C26 1.090
33 H 0.24 -3.32 1.25  C27 1.090
34 H 1.23 -4.58 0.49  C27 1.090
35 H 0.17 -4.98 1.77  C27 1.090
36 H -0.84 -2.75 -0.40  O28 0.960
37 C 0.99 2.24 -6.80  C38 1.524, H41 1.090, H42 1.090, H43 1.090
38 C 0.55 3.62 -7.27  C37 1.524, C39 1.569, O40 1.375, H44 1.090
39 C -0.02 3.58 -8.73  C38 1.569, H45 1.090, H46 1.090, H47 1.090
40 O -0.53 4.08 -6.55  C38 1.375, H48 0.960
41 H 0.16 1.57 -7.02  C37 1.090
42 H 1.18 2.23 -5.73  C37 1.090
43 H 1.85 1.91 -7.38  C37 1.090
44 H 1.36 4.35 -7.27  C38 1.090
45 H 0.75 3.18 -9.40  C39 1.090
46 H -0.01 4.64 -8.98  C39 1.090
47 H -1.01 3.12 -8.77  C39 1.090
48 H -1.34 3.64 -6.84  O40 0.960
49 C 2.54 -3.31 5.85  C50 1.504, H53 1.090, H54 1.090, H55 1.090
50 C 3.31 -4.23 6.77  C49 1.504, C51 1.559, O52 1.407, H56 1.090
51 C 2.61 -5.62 6.82  C50 1.559, H57 1.090, H58 1.090, H59 1.090
52 O 4.55 -4.55 6.20  C50 1.407, H60 0.960
53 H 1.57 -2.96 6.20  C49 1.090
54 H 2.45 -3.67 4.83  C49 1.090
55 H 3.25 -2.49 5.74  C49 1.090
56 H 3.49 -3.77 7.74  C50 1.090
57 H 2.83 -6.25 5.96  C51 1.090
58 H 1.52 -5.64 6.78  C51 1.090
59 H 2.92 -6.00 7.79  C51 1.090
60 H 4.48 -5.45 5.85  O52 0.960
61 C -1.71 1.52 6.56  C62 1.561, H65 1.090, H66 1.090, H67 1.090
62 C -0.56 1.99 5.61  C61 1.561, C63 1.474, O64 1.439, H68 1.090
63 C -0.35 1.17 4.40  C62 1.474, H69 1.090, H70 1.090, H71 1.090
64 O -0.82 3.31 5.10  C62 1.439, H72 0.960
65 H -1.56 0.58 7.09  C61 1.090
66 H -2.67 1.56 6.06  C61 1.090
67 H -1.61 2.36 7.26  C61 1.090
68 H 0.37 2.02 6.16  C62 1.090
69 H 0.47 1.46 3.75  C63 1.090
70 H -1.23 1.24 3.76  C63 1.090
71 H -0.17 0.13 4.68  C63 1.090
72 H -0.05 3.66 4.64  O64 0.960
73 C -0.14 4.66 1.72  C74 1.554, H77 1.090, H78 1.090, H79 1.090
74 C 1.35 4.49 2.13  C73 1.554, C75 1.534, O76 1.403, H80 1.090
75 C 2.15 5.79 2.19  C74 1.534, H81 1.090, H82 1.090, H83 1.090
76 O 1.29 4.26 3.51  C74 1.403, H84 0.960
77 H -0.17 5.23 0.79  C73 1.090
78 H -0.64 5.17 2.54  C73 1.090
79 H -0.56 3.70 1.45  C73 1.090
80 H 1.79 3.68 1.54  C74 1.090
81 H 2.20 6.19 1.17  C75 1.090
82 H 3.10 5.63 2.70  C75 1.090
83 H 1.56 6.54 2.72  C75 1.090
84 H 2.04 3.76 3.85  O76 0.960
85 C 5.99 4.57 2.02  C86 1.466, H89 1.090, H90 1.090, H91 1.090
86 C 5.81 4.56 0.57  C85 1.466, C87 1.558, O88 1.434, H92 1.090
87 C 6.56 3.33 -0.03  C86 1.558, H93 1.090, H94 1.090, H95 1.090
88 O 4.43 4.36 0.22  C86 1.434, H96 0.960
89 H 5.54 5.51 2.33  C85 1.090
90 H 7.03 4.47 2.33  C85 1.090
91 H 5.39 3.78 2.48  C85 1.090
92 H 6.26 5.42 0.08  C86 1.090
93 H 6.31 2.35 0.39  C87 1.090
94 H 7.62 3.25 0.19  C87 1.090
95 H 6.54 3.21 -1.11  C87 1.090
96 H 4.23 3.42 0.29  O88 0.960
97 C 3.75 2.51 7.16  C98 1.532, H101 1.090, H102 1.090, H103 1.090
98 C 3.56 3.40 5.93  C97 1.532, C99 1.491, O100 1.379, H104 1.090
99 C 4.78 4.17 5.57  C98 1.491, H105 1.090, H106 1.090, H107 1.090
100 O 3.09 2.69 4.84  C98 1.379, H108 0.960
101 H 4.34 3.10 7.86  C97 1.090
102 H 4.10 1.56 6.77  C97 1.090
103 H 2.79 2.37 7.68  C97 1.090
104 H 2.80 4.16 6.13  C98 1.090
105 H 5.57 3.49 5.26  C99 1.090
106 H 5.10 4.89 6.32  C99 1.090
107 H 4.44 4.86 4.80  C99 1.090
108 H 3.64 1.90 4.84  O100 0.960
109 C -6.11 1.99 -1.27  C110 1.561, H113 1.090, H114 1.090, H115 1.090
110 C -4.72 2.31 -1.89  C109 1.561, C111 1.497, O112 1.410, H116 1.090
111 C -3.77 2.56 -0.76  C110 1.497, H117 1.090, H118 1.090, H119 1.090
112 O -4.27 1.29 -2.76  C110 1.410, H120 0.960
113 H -6.42 2.74 -0.55  C109 1.090
114 H -6.12 1.00 -0.83  C109 1.090
115 H -6.93 1.99 -1.99  C109 1.090
116 H -4.67 3.31 -2.33  C110 1.090
117 H -4.22 3.04 0.11  C111 1.090
118 H -2.89 3.11 -1.10  C111 1.090
119 H -3.52 1.58 -0.35  C111 1.090
120 H -4.26 0.42 -2.35  O112 0.960
121 C 6.07 -1.82 4.32  C122 1.545, H125 1.090, H126 1.090, H127 1.090
122 C 6.33 -1.36 5.78  C121 1.545, C123 1.495, O124 1.376, H128 1.090
123 C 7.76 -1.43 6.24  C122 1.495, H129 1.090, H130 1.090, H131 1.090
124 O 5.98 -0.04 5.91  C122 1.376, H132 0.960
125 H 6.56 -2.75 4.06  C121 1.090
126 H 6.47 -1.10 3.61  C121 1.090
127 H 5.00 -1.91 4.15  C121 1.090
128 H 5.69 -1.94 6.44  C122 1.090
129 H 8.47 -0.88 5.62  C123 1.090
130 H 8.04 -2.48 6.16  C123 1.090
131 H 7.74 -1.16 7.29  C123 1.090
132 H 6.80 0.46 5.88  O124 0.960
133 C 1.44 -2.00 -7.20  C134 1.540, H137 1.090, H138 1.090, H139 1.090
134 C 2.96 -1.83 -6.99  C133 1.540, C135 1.533, O136 1.389, H140 1.090
135 C 3.41 -2.87 -5.96  C134 1.533, H141 1.090, H142 1.090, H143 1.090
136 O 3.55 -2.24 -8.18  C134 1.389, H144 0.960
137 H 0.91 -1.28 -7.81  C133 1.090
138 H 0.94 -1.99 -6.23  C133 1.090
139 H 1.24 -2.99 -7.60  C133 1.090
140 H 3.30 -0.82 -6.75  C134 1.090
141 H 2.88 -2.85 -5.01  C135 1.090
142 H 4.47 -2.89 -5.71  C135 1.090
143 H 3.20 -3.83 -6.44  C135 1.090
144 H 3.11 -1.84 -8.93  O136 0.960
145 C -6.39 1.36 4.08  C146 1.608, H149 1.090, H150 1.090, H151 1.090
146 C -5.49 1.39 2.75  C145 1.608, C147 1.563, O148 1.396, H152 1.090
147 C -4.34 2.41 3.03  C146 1.563, H153 1.090, H154 1.090, H155 1.090
148 O -4.97 0.12 2.49  C146 1.396, H156 0.960
149 H -7.09 0.54 4.26  C145 1.090
150 H -6.95 2.30 4.06  C145 1.090
151 H -5.73 1.37 4.95  C145 1.090
152 H -6.15 1.52 1.89  C146 1.090
153 H -3.55 2.48 2.27  C147 1.090
154 H -3.63 2.08 3.79  C147 1.090
155 H -4.64 3.43 3.26  C147 1.090
156 H -5.65 -0.54 2.34  O148 0.960
157 C 1.12 -0.58 0.81  C158 1.599, H161 1.090, H162 1.090, H163 1.090
158 C -0.29 -0.20 0.15  C157 1.599, C159 1.576, O160 1.440, H164 1.090
159 C -0.20 0.00 -1.41  C158 1.576, H165 1.090, H166 1.090, H167 1.090
160 O -1.25 -1.15 0.64  C158 1.440, H168 0.960
161 H 1.68 0.36 0.78  C157 1.090
162 H 1.62 -1.37 0.25  C157 1.090
163 H 1.04 -0.92 1.84  C157 1.090
164 H -0.54 0.71 0.70  C158 1.090
165 H 0.40 0.88 -1.68  C159 1.090
166 H -1.22 0.03 -1.77  C159 1.090
167 H 0.35 -0.87 -1.77  C159 1.090
168 H -1.54 -0.96 1.54  O160 0.960
169 C -3.63 -2.22 4.99  C170 1.559, H173 1.090, H174 1.090, H175 1.090
170 C -2.73 -2.28 3.72  C169 1.559, C171 1.528, O172 1.369, H176 1.090
171 C -3.24 -3.13 2.56  C170 1.528, H177 1.090, H178 1.090, H179 1.090
172 O -2.56 -1.04 3.16  C170 1.369, H180 0.960
173 H -4.59 -1.95 4.55  C169 1.090
174 H -3.22 -1.53 5.73  C169 1.090
175 H -3.84 -3.19 5.45  C169 1.090
176 H -1.70 -2.55 3.95  C170 1.090
177 H -4.21 -2.70 2.29  C171 1.090
178 H -3.18 -4.19 2.79  C171 1.090
179 H -2.60 -2.98 1.69  C171 1.090
180 H -3.37 -0.53 3.15  O172 0.960
181 C -8.71 -0.50 0.96  C182 1.555, H185 1.090, H186 1.090, H187 1.090
182 C -8.20 -1.76 1.72  C181 1.555, C183 1.538, O184 1.430, H188 1.090
183 C -6.91 -2.33 1.10  C182 1.538, H189 1.090, H190 1.090, H191 1.090
184 O -7.96 -1.42 3.09  C182 1.430, H192 0.960
185 H -8.91 -0.71 -0.09  C181 1.090
186 H -7.96 0.28 0.87  C181 1.090
187 H -9.58 -0.03 1.42  C181 1.090
188 H -8.98 -2.52 1.69  C182 1.090
189 H -7.10 -2.84 0.16  C183 1.090
190 H -6.46 -3.10 1.72  C183 1.090
191 H -6.12 -1.59 1.01  C183 1.090
192 H -8.79 -1.00 3.35  O184 0.960
193 C -3.24 -2.09 -3.19  C194 1.542, H197 1.090, H198 1.090, H199 1.090
194 C -4.42 -2.22 -2.20  C193 1.542, C195 1.489, O196 1.478, H200 1.090
195 C -4.39 -3.49 -1.42  C194 1.489, H201 1.090, H202 1.090, H203 1.090
196 O -4.29 -1.08 -1.28  C194 1.478, H204 0.960
197 H -3.05 -1.12 -3.66  C193 1.090
198 H -3.25 -2.77 -4.04  C193 1.090
199 H -2.29 -2.35 -2.73  C193 1.090
200 H -5.41 -2.18 -2.65  C194 1.090
201 H -4.21 -4.34 -2.07  C195 1.090
202 H -5.32 -3.74 -0.90  C195 1.090
203 H -3.57 -3.56 -0.71  C195 1.090
204 H -3.48 -1.13 -0.76  O196 0.960
205 C -2.38 1.30 -5.65  C206 1.527, H209 1.090, H210 1.090, H211 1.090
206 C -3.79 1.32 -6.21  C205 1.527, C207 1.571, O208 1.396, H212 1.090
207 C -4.42 -0.12 -6.25  C206 1.571, H213 1.090, H214 1.090, H215 1.090
208 O -4.69 2.03 -5.42  C206 1.396, H216 0.960
209 H -1.76 0.78 -6.38  C205 1.090
210 H -2.26 0.73 -4.73  C205 1.090
211 H -1.91 2.28 -5.53  C205 1.090
212 H -3.85 1.88 -7.15  C206 1.090
213 H -3.57 -0.80 -6.24  C207 1.090
214 H -5.07 -0.50 -7.05  C207 1.090
215 H -4.85 -0.33 -5.27  C207 1.090
216 H -4.60 1.64 -4.55  O208 0.960
217 C -0.42 -5.57 -6.76  C218 1.555, H221 1.090, H222 1.090, H223 1.090
218 C 0.75 -5.37 -5.75  C217 1.555, C219 1.499, O220 1.375, H224 1.090
219 C 0.29 -5.84 -4.41  C218 1.499, H225 1.090, H226 1.090, H227 1.090
220 O 1.83 -6.09 -6.20  C218 1.375, H228 0.960
221 H -0.82 -6.59 -6.80  C217 1.090
222 H -0.06 -5.41 -7.77  C217 1.090
223 H -1.27 -4.91 -6.65  C217 1.090
224 H 0.98 -4.31 -5.65  C218 1.090
225 H 1.13 -5.86 -3.72  C219 1.090
226 H -0.20 -6.81 -4.45  C219 1.090
227 H -0.44 -5.14 -4.01  C219 1.090
228 H 2.08 -5.81 -7.08  O220 0.960